Computed, not measured: a 2-piece molecular cluster, C10H14N4 overall, with wB97M-V/def2-TZVPD.

Geometry as XYZ:
```
28
Properties=species:S:1:pos:R:3:forces:R:3:nbo_charge:R:1
N 1.054 0.417 -0.092 -0.763 -0.154 1.879 -0.4022
N -2.817 -0.405 0.892 -0.250 -0.496 1.101 -0.3174
N -1.739 -2.098 -2.163 0.386 -0.127 0.482 -0.4065
N -0.104 2.437 2.382 0.148 -0.039 -0.648 -0.3095
C 0.799 -0.609 2.243 1.086 -0.571 0.013 -0.5945
C -0.997 1.522 -1.489 -0.303 1.258 0.501 -0.6278
C -1.408 0.077 -1.194 -0.273 0.284 -1.277 -0.1685
C 1.816 -0.222 -0.826 1.037 -0.623 -1.647 -0.0176
C 2.822 0.851 1.789 -2.465 2.842 0.875 -0.5923
C -2.908 -2.407 -1.792 0.528 0.997 -1.741 -0.0158
C -1.457 -0.740 -2.269 1.333 0.492 -0.495 0.0055
C -2.059 -0.321 0.040 0.513 1.095 -1.466 0.2636
C 1.327 0.583 1.368 1.047 -0.759 -0.472 -0.0353
C 0.508 1.672 1.774 -1.041 1.832 1.576 0.2841
H 3.328 1.597 1.161 -0.209 -0.266 0.280 0.2245
H 2.829 1.133 2.892 0.080 -0.216 -1.541 0.2345
H 2.770 -0.567 -0.469 0.622 -0.520 0.003 0.1472
H -1.002 -0.344 -3.239 -0.806 -0.797 1.319 0.2104
H 3.186 -0.079 1.685 2.264 -3.128 -0.258 0.2010
H -1.471 1.758 -2.487 0.718 0.166 1.128 0.2146
H 1.592 -0.424 -1.925 -0.016 0.434 1.426 0.1841
H 0.968 -1.609 1.786 0.161 0.726 0.132 0.2227
H -0.250 -0.509 2.415 -0.719 0.020 0.032 0.2451
H -3.676 -1.677 -1.976 -0.775 0.274 0.808 0.1627
H -1.410 2.221 -0.692 0.300 -0.822 -1.087 0.2395
H 0.124 1.721 -1.453 -1.766 -0.472 -0.476 0.2451
H -3.139 -3.408 -1.597 -0.394 -1.384 0.450 0.1795
H 1.313 -0.568 3.238 -0.441 -0.048 -0.898 0.2233
```
Positions in Å, forces in eV/Å.

## Properties
- electronic energy (hartree) = -608.31861
- SMILES = C=N/C=C(/C)C#N.C=NC(C)(C)C#N
- orbital gap (eV) = 9.4750
- energy relative to the best compared isomer or geometry (same formula, charge and spin) (kcal/mol) = 69.9
- maximum force (eV/Å) = 3.9


Computed, not measured: an isolated ion of composition C10H14N4 and charge +2, with wB97M-V/def2-TZVPD.

Geometry as XYZ:
```
28
Properties=species:S:1:pos:R:3:forces:R:3:nbo_charge:R:1
N 0.874 0.030 -0.837 3.272 -0.736 -0.909 -0.3083
N 0.344 0.474 2.074 1.358 -0.624 0.192 -0.5006
N 1.671 2.199 -0.176 3.158 -1.243 3.123 -0.7585
N -2.069 -2.125 -0.911 0.097 -0.686 -0.498 -0.7168
C -1.303 -0.823 -0.931 2.224 -3.119 0.173 0.0779
C 2.098 -0.388 -1.209 -2.814 1.291 0.002 0.2193
C -1.297 1.787 1.469 0.277 3.338 -3.809 -0.2865
C 0.574 1.403 -0.245 -3.136 0.204 0.272 0.1017
C -0.071 1.283 1.098 -1.138 -0.432 -2.045 0.0410
C 0.006 -0.941 -1.317 -2.505 0.898 0.510 0.1102
C -0.528 0.621 3.086 0.121 -2.025 3.379 -0.0409
C 0.785 -1.846 -2.152 -0.423 -0.748 -1.113 -0.1386
C 2.085 -1.458 -2.090 -1.484 -2.294 -0.659 -0.2084
C -1.529 1.434 2.749 -2.028 -0.020 1.837 -0.2841
H -0.290 1.766 -0.883 1.408 0.041 0.198 0.2394
H -0.510 0.158 4.070 0.762 -0.290 -0.484 0.2451
H -1.759 2.620 0.885 0.062 -1.025 0.529 0.2452
H 2.383 1.709 0.513 -1.672 1.991 -1.520 0.3693
H 2.963 0.117 -1.079 2.373 1.950 1.205 0.2459
H 0.328 -2.535 -2.876 0.358 0.015 0.629 0.2703
H -1.664 -0.078 -0.253 -0.356 0.661 0.215 0.2922
H -2.660 -2.217 -1.734 -0.222 -0.071 -0.522 0.4680
H -2.740 -2.191 -0.142 0.071 0.371 0.371 0.4760
H 1.103 -0.184 1.955 -0.115 0.181 0.726 0.4167
H 2.919 -1.908 -2.614 -0.026 0.219 0.134 0.2973
H -2.379 1.662 3.386 0.343 0.125 -0.205 0.2607
H 2.162 2.453 -0.985 0.506 0.529 -1.578 0.3928
H -1.495 -3.022 -0.848 -0.469 1.501 -0.153 0.4737
```
Positions in Å, forces in eV/Å.

## Properties
- net charge = +2
- electronic energy (hartree) = -607.74101
- SMILES = N[C@H](c1ccc[nH]1)[N+]1=CC=C/C1=C\[NH3+]
- orbital gap (eV) = 4.3842
- energy relative to the best compared isomer or geometry (same formula, charge and spin) (kcal/mol) = 45.2
- maximum force (eV/Å) = 5.1


Computed, not measured: C10H14NS2 as an isolated structure, with wB97M-V/def2-TZVPD.

Geometry as XYZ:
```
27
Properties=species:S:1:pos:R:3:forces:R:3:nbo_charge:R:1
S -1.709 3.020 0.225 0.384 0.144 -1.575 -0.0273
S 1.817 -0.179 -2.125 -0.623 -0.544 -0.075 0.0583
N 0.489 1.509 -0.519 -1.336 0.525 3.526 -0.5792
C -3.140 -1.450 0.100 -2.664 0.504 1.061 -0.1885
C -1.588 0.230 -0.506 2.110 -1.221 0.404 -0.1806
C -2.857 -0.121 -0.175 -1.729 -0.335 -0.271 -0.1603
C -1.028 1.544 -0.783 -0.917 2.298 2.041 -0.1013
C 1.895 -0.257 0.703 -0.493 3.484 2.127 -0.4711
C 3.366 -0.010 0.907 3.087 -0.002 0.743 -0.6404
C -2.164 -2.365 0.137 0.048 -2.918 0.282 -0.1595
C 1.096 0.173 -0.509 -2.688 -2.970 -1.431 0.0089
C -0.854 -2.045 -0.039 1.662 -0.601 -1.465 -0.2651
C -0.605 -0.762 -0.429 3.350 2.611 0.389 0.1156
H -1.281 1.992 -1.721 0.471 -0.208 -1.034 0.2567
H -1.994 2.619 1.446 0.092 -0.992 0.568 0.1513
H 1.849 -1.269 0.716 -0.782 -3.221 0.118 0.2437
H 0.570 1.794 0.522 -0.184 0.125 -1.996 0.4603
H 2.815 0.695 -2.086 0.432 0.275 0.246 0.1267
H 4.047 -0.757 0.346 -1.177 1.344 0.651 0.2372
H -2.401 -3.434 0.271 0.004 0.682 0.199 0.2368
H 3.777 1.021 0.779 -0.584 -0.623 -0.431 0.2199
H 3.623 -0.169 2.019 -0.607 -0.119 -1.622 0.2472
H -0.158 -2.889 -0.122 0.188 0.723 0.405 0.2519
H -3.693 0.551 -0.199 -0.040 0.579 0.062 0.2408
H -4.154 -1.809 0.436 0.993 0.833 -0.796 0.2457
H 1.427 0.121 1.696 0.019 -0.585 -1.729 0.2178
H 0.856 2.249 -1.089 0.985 0.212 -0.397 0.4545
```
Positions in Å, forces in eV/Å.

## Properties
- net charge = +1
- electronic energy (hartree) = -1240.23957
- orbital gap (eV) = 10.3163
- energy relative to the best compared isomer or geometry (same formula, charge and spin) (kcal/mol) = 55.4
- maximum force (eV/Å) = 4.3


Computed, not measured: a 2-piece molecular cluster, C10H14O overall, with wB97M-V/def2-TZVPD.

Geometry as XYZ:
```
25
Properties=species:S:1:pos:R:3:forces:R:3:nbo_charge:R:1
O -0.856 1.887 0.583 0.999 -1.555 -0.326 -0.4878
C -1.982 -1.534 1.075 -0.164 -0.084 0.088 -0.2511
C 1.472 -1.507 0.036 -0.548 -1.325 -0.373 -0.7349
C 1.584 0.704 -1.185 1.454 1.242 0.321 -0.7134
C 0.599 0.639 1.849 2.042 0.243 1.568 -0.0198
C -2.184 1.992 0.287 -2.515 2.040 -2.104 -0.2604
C 1.617 0.591 2.499 -2.171 0.161 -1.183 -0.2303
C 0.747 -0.508 -0.803 0.639 1.195 -0.189 0.2536
C -1.346 -0.524 1.099 0.731 2.101 -0.209 -0.0501
C -0.240 -1.041 -1.818 0.251 1.773 1.664 -0.7060
C -0.466 0.610 0.984 -0.478 -1.441 -2.058 0.0891
H -2.349 3.029 -0.109 0.146 -0.585 1.002 0.1941
H -2.622 -2.322 1.279 -0.695 -1.003 0.088 0.2295
H 1.676 0.937 -2.299 0.125 -1.020 1.194 0.2269
H 0.866 -2.453 0.180 0.022 1.313 0.552 0.2215
H 1.739 -0.935 0.965 0.414 -1.389 -0.772 0.2623
H 1.067 1.657 -0.875 0.514 -0.791 0.171 0.2487
H 2.304 -2.019 -0.523 -0.028 1.255 0.464 0.2300
H -1.002 -1.444 -1.132 -0.421 -0.407 -1.095 0.2542
H 2.676 0.669 -0.667 -2.651 0.195 -1.346 0.2251
H 0.265 -1.717 -2.458 0.386 -1.421 -0.232 0.2247
H -0.540 -0.261 -2.522 -0.600 0.141 0.490 0.2141
H -2.713 1.444 -0.521 1.379 -0.746 -0.124 0.1760
H -2.804 1.753 1.113 -0.570 0.244 1.258 0.1776
H 2.492 0.353 2.964 1.739 -0.134 1.153 0.2265
```
Positions in Å, forces in eV/Å.

## Properties
- electronic energy (hartree) = -464.38672
- orbital gap (spin up / spin down) (eV) = 7.5022 / 7.4991
- energy relative to the best compared isomer or geometry (same formula, charge and spin) (kcal/mol) = 187.2
- maximum force (eV/Å) = 3.9


Computed, not measured: a 2-piece molecular cluster, C10H14O3PS overall, with wB97M-V/def2-TZVPD.

Geometry as XYZ:
```
29
Properties=species:S:1:pos:R:3:forces:R:3:nbo_charge:R:1
S 1.009 -2.696 -0.240 -1.554 -0.709 2.804 2.1850
P 0.345 0.097 1.231 0.692 -1.448 -0.784 0.4026
O 1.023 -3.777 0.779 0.191 1.050 -0.890 -0.9665
O -0.226 -2.719 -1.031 0.709 0.292 -0.476 -0.9736
O 2.286 -2.414 -0.837 0.382 0.219 -0.880 -0.9417
C 1.813 0.762 0.392 0.291 1.690 0.476 -0.3241
C -2.169 -0.563 0.648 -1.460 2.477 -2.388 -0.4039
C -4.489 -1.218 0.179 -1.215 2.048 -3.413 -0.5947
C 4.147 1.468 0.651 1.401 -1.103 0.849 -0.2265
C -1.042 0.121 -0.014 1.651 3.177 2.328 -0.7014
C 2.854 2.356 -1.119 0.164 -0.487 -1.301 -0.2286
C 4.135 2.053 -0.598 0.366 2.030 0.126 -0.2377
C 1.743 1.640 -0.708 -1.558 -0.261 -0.120 -0.2264
C 3.013 0.853 1.153 -1.873 -1.089 1.374 -0.2197
C -3.350 -0.328 -0.298 -1.133 -0.828 3.462 -0.3732
H -2.928 -0.470 -1.213 0.427 -1.057 -3.015 0.1981
H -5.356 -1.228 -0.513 0.487 -0.212 -0.243 0.1834
H -1.226 1.219 -0.297 -0.247 -1.389 0.485 0.1910
H -2.046 -1.575 0.728 0.802 -2.675 0.071 0.2192
H -0.827 -0.389 -0.862 1.057 -1.450 -2.689 0.2362
H 0.707 1.815 -1.186 1.943 -0.201 0.623 0.2061
H -2.318 -0.191 1.596 -0.661 0.957 2.350 0.1886
H -4.952 -0.779 0.996 -0.332 0.435 2.261 0.1957
H 2.611 3.061 -1.921 0.852 -0.156 0.054 0.2032
H 5.150 1.469 1.169 -1.418 -0.222 -0.261 0.2033
H -3.713 0.663 -0.298 -0.095 1.510 0.215 0.1785
H 5.150 2.491 -0.877 -1.858 -0.328 -0.280 0.2049
H 2.807 0.451 2.210 1.340 0.485 -1.514 0.2174
H -4.150 -2.172 0.282 0.648 -2.754 0.776 0.2046
```
Positions in Å, forces in eV/Å.

## Properties
- net charge = -1
- electronic energy (hartree) = -1354.65483
- orbital gap (spin up / spin down) (eV) = 6.1471 / 7.1033
- energy relative to the best compared isomer or geometry (same formula, charge and spin) (kcal/mol) = 42.3
- maximum force (eV/Å) = 4.3


Computed, not measured: one molecule with the formula C10H14S, with wB97M-V/def2-TZVPD.

Geometry as XYZ:
```
25
Properties=species:S:1:pos:R:3:forces:R:3:nbo_charge:R:1
S 1.455 -1.631 0.935 -0.244 -0.761 0.472 0.1024
C -0.318 1.191 0.834 -0.087 -1.116 -2.227 -0.2024
C -2.755 0.671 0.835 -0.300 1.765 -1.129 -0.6263
C 0.926 0.990 0.370 0.240 1.925 1.490 0.0249
C -2.134 -2.039 -0.649 0.812 0.517 0.034 -0.6470
C -1.169 -0.971 -0.235 3.086 1.392 0.055 0.0283
C 0.378 -1.328 -0.497 -3.838 0.860 0.848 -0.3053
C 1.342 -0.235 -0.228 0.976 -1.588 -1.837 -0.1620
C 2.062 1.940 0.726 -0.654 0.820 0.233 -0.6416
C 2.533 -0.233 -1.159 1.369 -0.995 -2.293 -0.6216
C -1.384 0.229 0.366 -0.258 0.714 1.340 -0.0368
H -2.836 0.518 1.916 -0.226 -0.223 -0.183 0.2212
H 3.365 0.462 -0.901 -0.680 -0.669 0.120 0.2206
H 2.949 -1.323 -1.161 -0.573 2.071 -0.215 0.2358
H 2.242 2.755 -0.024 -0.182 -0.814 0.405 0.2231
H 0.356 -2.006 -1.340 1.102 0.007 -0.134 0.2314
H -3.149 -1.693 -0.712 -0.484 -0.029 0.339 0.2199
H 2.290 0.043 -2.269 0.020 -0.469 1.953 0.2140
H -1.968 -2.781 0.128 -0.600 -0.654 -0.162 0.2295
H -0.577 2.161 1.284 -0.105 -0.721 0.021 0.2133
H -3.437 0.040 0.241 -0.481 0.768 0.766 0.2117
H 3.012 1.374 0.841 -0.665 0.612 0.437 0.2192
H 1.686 2.450 1.654 1.032 -0.375 -0.645 0.2247
H -2.966 1.866 0.687 0.508 -3.014 0.009 0.2070
H -1.903 -2.450 -1.641 0.234 -0.023 0.304 0.2160
```
Positions in Å, forces in eV/Å.

## Properties
- electronic energy (hartree) = -787.54680
- SMILES = CC1=CC(C)=C(C)[C@@H]2S[C@]12C
- orbital gap (eV) = 8.8295
- energy relative to the best compared isomer or geometry (same formula, charge and spin) (kcal/mol) = 30.4
- maximum force (eV/Å) = 4.0


Computed, not measured: a 2-piece molecular cluster, C10H15B3FN2O3 overall, with wB97M-V/def2-TZVPD.

Geometry as XYZ:
```
34
Properties=species:S:1:pos:R:3:forces:R:3:mulliken_charge:R:1
F 1.665 4.268 1.976 0.117 0.416 0.180 -0.9264
O 1.865 -1.580 -1.908 -2.832 0.600 2.013 -0.4531
O 0.133 0.269 -2.107 0.239 -2.550 2.258 -0.2428
O -0.535 -2.117 -1.843 1.802 1.465 2.917 -0.3255
N -3.444 -1.158 1.583 1.419 3.481 -2.990 -0.5433
N 2.556 0.740 -1.267 -2.897 -0.679 -0.596 -0.3058
C 1.043 -3.352 -0.018 0.524 -0.255 0.442 -0.1495
C -1.948 -0.323 -0.471 -2.879 1.527 2.207 0.3920
C -2.441 -1.342 0.587 -0.324 1.789 -0.786 -0.2791
C 1.036 2.348 0.146 0.071 0.998 -0.629 0.2990
C 1.323 1.490 1.465 -0.707 -0.002 0.461 -0.9902
C -3.725 1.331 0.643 2.633 -3.473 -0.976 -0.4707
C -2.624 1.090 -0.452 -1.157 -2.768 2.828 -0.2879
C 2.094 2.148 -1.044 0.957 1.160 1.073 -0.7284
C 1.512 -4.726 -0.097 -0.217 0.879 -0.007 -0.7827
C -4.024 0.146 1.592 0.983 0.962 -1.692 -0.1292
B 1.491 -0.163 -1.747 1.545 0.108 -0.614 0.0847
B -0.770 -0.706 -1.503 0.330 0.190 -1.263 0.5393
B 0.795 -2.354 -1.275 2.120 0.950 -1.774 0.5463
H 1.888 0.509 1.298 -0.728 1.110 0.015 0.2241
H 0.779 -5.601 -0.133 1.170 1.003 2.094 0.2394
H -1.928 -2.375 0.565 -1.021 1.795 0.127 0.2592
H 3.082 0.358 -0.473 -0.137 0.262 -0.763 0.2991
H -4.236 2.343 0.738 0.746 -1.701 -0.037 0.3014
H -0.025 2.227 -0.280 1.454 -0.362 0.720 -0.3010
H 0.307 1.198 1.938 1.550 0.391 -0.706 0.1449
H 0.848 -2.895 1.032 -2.078 -1.365 -1.655 0.3462
H 1.113 3.469 0.466 0.034 -1.855 -0.011 0.4819
H 1.750 2.594 -2.043 0.255 -0.778 1.497 0.2439
H -2.313 1.894 -1.209 -0.539 -1.357 1.388 0.3312
H 2.634 -4.938 -0.089 -1.525 0.160 -2.201 0.2602
H 3.036 2.754 -0.746 -1.468 -0.913 -0.496 0.3107
H 1.876 2.111 2.265 -0.859 -0.653 -1.607 0.3224
H -4.815 0.344 2.408 1.419 -0.537 -1.418 0.2896
```
Positions in Å, forces in eV/Å.

## Properties
- net charge = -1
- electronic energy (hartree) = -899.70899
- orbital gap (eV) = 4.8091
- maximum force (eV/Å) = 4.8